# 1
Here is a structure of composition C25H53BClNP2PtSi2 from OMol25. Energies are from ωB97M-V/def2-TZVPD.

Output
LUMO level (spin up / spin down) = 0.4 / -1.7 eV
HOMO (spin up / spin down) = -0.126 / -0.317 hartree
Frontier orbital gap (spin up / spin down) = 3.814 / 6.950 eV
M = 727.2 g mol⁻¹

ORCA input file:
```
! wB97M-V def2-TZVPD RIJCOSX def2/J DEFGRID3
* xyz 0 5
Pt 0.762 0.001 -0.434
C -1.865 -0.026 2.307
C -2.246 1.136 1.581
C -2.991 0.704 0.444
Si -1.518 2.788 2.001
C -2.994 -0.716 0.427
C -2.248 -1.171 1.559
Si -1.512 -2.830 1.947
H -1.357 -0.038 3.273
H -3.441 1.375 -0.286
H -3.451 -1.364 -0.320
Cl 3.124 0.122 -4.840
C -1.287 -2.922 3.790
C -2.712 -4.140 1.397
C -1.287 2.843 3.848
C -2.707 4.111 1.483
H -3.720 -3.862 1.739
H -2.410 -5.065 1.909
H -2.740 -4.310 0.314
H -0.388 -2.396 4.133
H -1.218 -3.984 4.062
H -2.165 -2.490 4.289
H -3.722 3.818 1.786
H -2.713 4.335 0.410
H -2.425 5.014 2.043
H -2.163 2.389 4.336
H -1.227 3.901 4.146
H -0.381 2.315 4.177
C 0.176 -2.984 1.102
C 0.177 2.957 1.169
P 0.519 -2.235 -0.534
H 0.342 -4.070 1.027
H 0.943 -2.570 1.776
P 0.521 2.243 -0.482
H 0.945 2.532 1.837
H 0.343 4.044 1.110
C 2.062 3.040 -1.140
C -0.845 2.939 -1.521
C -0.848 -2.908 -1.585
C 2.057 -3.021 -1.211
C 3.238 -2.057 -1.065
H 1.860 -3.215 -2.283
C 2.409 -4.328 -0.495
H 2.599 -4.126 0.567
H 3.335 -4.727 -0.933
H 1.633 -5.096 -0.584
H 3.022 -1.061 -1.481
H 4.114 -2.472 -1.583
H 3.481 -1.949 0.002
H -1.756 -2.600 -1.042
C -0.823 -4.433 -1.710
C -0.830 -2.201 -2.938
H -0.900 -4.944 -0.743
H 0.081 -4.783 -2.224
H -1.685 -4.750 -2.311
H -0.914 -1.112 -2.799
H -1.685 -2.538 -3.543
H 0.091 -2.416 -3.505
H -1.753 2.620 -0.985
C -0.822 2.263 -2.889
C -0.817 4.467 -1.618
H -0.895 4.963 -0.643
H -1.679 4.791 -2.216
H 0.088 4.823 -2.126
H -0.910 1.171 -2.778
H 0.105 2.490 -3.444
H -1.673 2.620 -3.490
C 3.240 2.071 -1.011
C 2.414 4.336 -0.404
H 1.865 3.253 -2.209
H 2.603 4.118 0.656
H 1.638 5.105 -0.482
H 3.340 4.739 -0.836
H 3.487 1.949 0.055
H 4.115 2.492 -1.527
H 3.020 1.081 -1.439
C 1.343 0.043 -4.732
H 1.021 0.064 -3.676
H 0.900 0.877 -5.288
H 0.978 -0.864 -5.226
B 1.306 -0.029 4.200
C 1.228 -0.030 2.641
N 1.180 -0.017 1.479
H 1.942 -1.056 4.443
H 0.165 -0.048 4.682
H 1.916 1.013 4.462
*
```

# 2
Here is a cluster of 5 separate species, C25H53IN7O5 in total from OMol25. Energies are from ωB97M-V/def2-TZVPD.

Output
LUMO level = -3.6 eV
HOMO = -0.381 hartree
Frontier orbital gap = 6.756 eV
M = 658.6 g mol⁻¹

ORCA input file:
```
! wB97M-V def2-TZVPD RIJCOSX def2/J DEFGRID3
* xyz 1 1
C -0.338 1.045 2.455
C -0.500 -0.452 2.202
C -1.332 -0.854 0.985
I -3.368 -0.314 1.350
C -0.823 -0.357 -0.348
C -1.120 1.051 -0.871
C -0.712 0.863 -2.359
N -1.260 1.864 -3.254
C -1.287 -0.490 -2.602
C -1.720 -1.064 -3.888
C -0.474 -1.654 -4.617
C -0.263 -3.103 -4.194
C 1.046 -3.739 -4.620
N 2.230 -2.853 -4.492
C 2.340 -2.259 -3.186
C 2.896 -0.851 -3.178
O 2.009 -2.823 -2.153
N -1.366 -1.136 -1.490
H 0.472 1.458 1.856
H -1.247 1.578 2.182
H -0.164 1.212 3.510
H 0.471 -0.943 2.160
H -1.027 -0.859 3.061
H -1.300 -1.942 0.968
H 0.266 -0.473 -0.391
H -2.187 1.246 -0.813
H -0.562 1.826 -0.362
H 0.386 0.866 -2.320
H -1.103 1.559 -4.206
H -0.759 2.740 -3.129
H -2.405 -1.884 -3.690
H -2.203 -0.325 -4.516
H 0.400 -1.033 -4.432
H -0.667 -1.606 -5.684
H -1.056 -3.682 -4.666
H -0.398 -3.221 -3.120
H 1.015 -4.076 -5.651
H 1.187 -4.628 -4.002
H 3.033 -3.467 -4.583
H 3.198 -0.563 -4.178
H 3.714 -0.763 -2.474
H 2.077 -0.195 -2.891
H -1.761 -2.058 -1.376
C -3.915 0.328 5.098
C -3.054 1.325 5.843
O -1.933 1.031 6.245
N -3.545 2.571 6.016
C -4.819 3.110 5.581
H -3.372 -0.610 5.026
H -4.862 0.150 5.607
H -4.098 0.707 4.095
H -2.914 3.189 6.501
H -4.649 3.950 4.905
H -5.388 3.464 6.441
H -5.402 2.355 5.065
C 1.811 6.350 -2.276
C 1.150 5.020 -2.531
O 0.071 4.942 -3.098
N 1.813 3.906 -2.104
C 3.092 3.829 -1.417
H 1.170 7.131 -2.669
H 1.949 6.513 -1.206
H 2.779 6.403 -2.775
H 1.336 3.046 -2.311
H 3.802 3.248 -2.009
H 2.970 3.343 -0.447
H 3.501 4.819 -1.259
C 3.941 -7.742 -4.071
C 2.498 -8.191 -4.119
O 2.074 -8.907 -5.005
N 1.674 -7.757 -3.123
C 1.994 -6.894 -2.001
H 4.459 -8.166 -4.924
H 4.012 -6.654 -4.121
H 4.425 -8.089 -3.157
H 0.730 -8.098 -3.209
H 1.801 -7.412 -1.060
H 1.371 -5.997 -2.038
H 3.036 -6.595 -2.026
C -0.650 5.412 6.648
C -1.289 4.186 6.041
O -2.296 4.254 5.348
N -0.710 2.985 6.293
C 0.469 2.695 7.088
H -1.230 6.282 6.355
H -0.641 5.345 7.736
H 0.372 5.533 6.289
H -1.196 2.209 5.865
H 1.226 2.207 6.472
H 0.208 2.022 7.906
H 0.889 3.606 7.501
*
```